{
  "formula": "C8H12O2",
  "method": "the ωB97M-V functional and the def2-TZVPD basis",
  "total_energy_ev": -12583.5537,
  "e_lumo_ev": 0.78,
  "homo_ev": -8.849,
  "relative_energy_ev": 1.884,
  "spin_multiplicity": 1,
  "gap_ev": 9.63,
  "elements": ["C", "O", "C", "C", "C", "C", "C", "C", "C", "H", "H", "H", "H", "H", "H", "H", "H", "H", "H", "H", "O", "H"],
  "coordinates": [[4.6929, 1.2935, 0.7461], [3.7876, 2.7088, -1.0708], [4.8459, 1.7533, -0.6961], [6.1864, 2.3587, -0.9944], [6.9945, 1.9917, -2.0016], [8.2096, 2.8499, -2.0852], [7.9388, 4.3119, -2.3635], [8.0683, 3.8403, -0.9449], [6.7968, 3.4865, -0.1827], [4.9250, 2.0006, 1.6006], [5.5814, 0.6628, 0.9352], [4.7102, 0.8737, -1.3513], [6.8002, 1.1575, -2.6789], [9.1699, 2.4232, -2.3782], [8.7622, 4.9085, -2.7584], [6.9495, 4.5812, -2.7413], [8.9468, 4.1569, -0.3817], [6.1079, 4.3399, -0.0850], [7.0336, 3.1520, 0.8403], [3.0672, 2.6932, -0.4321], [3.3479, 0.9423, 0.9376], [2.9450, 0.4625, 0.1633]],
  "forces_ev_per_a": [[1.01, 1.45, 0.45], [1.05, -0.36, -0.05], [-0.60, 1.26, -0.20], [0.24, -0.15, -0.41], [-0.26, -0.08, 0.37], [0.21, -0.15, -0.08], [-0.09, 0.17, -0.13], [0.18, 0.04, 0.14], [-0.16, 0.16, 0.14], [-0.64, 0.24, -1.41], [-0.99, -1.42, -0.20], [0.07, 0.10, 0.27], [-0.02, 0.32, 0.12], [-0.29, 0.13, 0.10], [-0.23, -0.19, 0.11], [0.28, -0.12, 0.13], [-0.27, -0.08, -0.18], [0.16, -0.21, -0.05], [-0.06, 0.05, -0.23], [0.20, -0.26, 0.25], [-0.81, -1.48, -0.21], [1.04, 0.56, 1.06]],
  "nbo_charge": [-0.09, -0.74, 0.04, -0.01, -0.16, -0.27, -0.41, -0.22, -0.44, 0.19, 0.18, 0.17, 0.21, 0.22, 0.22, 0.22, 0.22, 0.23, 0.21, 0.48, -0.72, 0.48]
}